Entry 1:
DFT (wB97M-V/def2-TZVPD) results for 3 unconnected molecules or ions with the total composition C22H27N4O4 in a non-equilibrium geometry.

ΔE to the lowest compared entry with this formula, charge and spin ... 0.00 kJ/mol

The geometry in ORCA input format:
```
! RIJCOSX wB97M-V def2-TZVPD def2/J DEFGRID3
* xyz 1 1
O -0.26255 -1.42079 -2.10720
O 4.97762 2.86086 -0.92292
O 1.10413 0.09937 -1.22470
O 6.69754 1.64098 -0.16958
N -2.07398 -0.06112 2.98720
N 3.22578 -1.77373 -1.19497
N 3.76643 -1.82399 -3.53477
N -4.21902 0.81637 -1.18856
C -4.58318 2.66029 -3.24553
C -5.44368 2.63598 -2.16090
C -3.53759 1.75202 -3.29116
C 4.04960 -0.14070 0.22760
C 3.27723 -1.25011 0.03204
C 2.45670 -1.87157 1.13991
C 0.03927 -1.73742 0.21367
C -3.40296 0.85527 -2.24339
C -1.58889 -0.33513 4.20012
C 0.43954 1.32410 -0.86983
C -2.36431 -0.78064 5.25777
C -3.72366 -0.94890 5.04825
C 1.21267 -2.63658 0.64667
C 4.74989 0.42179 -0.81519
C -5.21722 1.69982 -1.16321
C 5.58669 1.67401 -0.61613
C 0.27733 -1.01016 -1.10734
C 4.66267 -0.15440 -2.08570
C 3.89082 -1.25552 -2.24100
C -3.38534 -0.23103 2.80521
C -4.24869 -0.66847 3.79767
C 0.35074 1.57088 0.65591
H -2.60268 0.12154 -2.23581
H -5.86383 1.64662 -0.29422
H 3.91392 -2.83196 -3.52272
H -4.72519 3.37673 -4.04467
H -6.27211 3.32698 -2.08834
H 0.58441 0.68559 1.24603
H 3.11885 -2.59912 1.63391
H 1.07019 2.13115 -1.25812
H 2.64639 -2.57936 -1.40733
H -0.24988 -1.08550 1.04650
H 1.06582 2.34160 0.96969
H 5.20408 0.30134 -2.90568
H -3.75069 -0.00267 1.80872
H 2.79372 -1.70652 -3.82870
H -0.52786 1.45618 -1.36764
H -4.36485 -1.29397 5.84930
H 4.06647 0.28635 1.22529
H -0.64133 1.97558 0.87430
H 0.85694 -3.22657 1.49940
H -5.30401 -0.78654 3.59470
H -0.82016 -2.39268 0.04662
H -2.84318 1.73838 -4.12040
H -1.91598 -0.98919 6.21948
H 4.70505 2.87574 -1.85148
H -0.52038 -0.18500 4.31978
H 1.47475 -3.38866 -0.11219
H 2.18795 -1.10752 1.87366
*
```

Atomic partial charges in e from the Mulliken method, atoms 1 to 6: O -0.587; O -0.434; O -0.175; O -0.416; N -0.202; N 0.186

---

Entry 2:
DFT (wB97M-V/def2-TZVPD) results for 2 unconnected molecules or ions with the total composition C4H12N2O2 in a non-equilibrium geometry.

Structure (SMILES) ... C[C@@H](CN)NC=O.O
ΔE to the lowest compared entry with this formula, charge and spin ... 205.94 kJ/mol

The geometry in ORCA input format:
```
! RIJCOSX wB97M-V def2-TZVPD def2/J DEFGRID3
* xyz 0 1
O 0.77648 1.58277 2.19218
O 1.60823 -0.93886 1.21144
N 0.41536 1.21998 -2.17490
N -0.30131 -1.73246 0.17391
C -1.70766 0.30507 0.04382
C 0.90918 -1.86162 0.88111
C 0.57197 0.32374 -1.04216
C -0.66941 -0.57640 -0.67323
H 0.84422 0.80335 -0.10797
H -2.76824 0.12604 -0.02448
H 0.42865 2.18655 -1.84266
H 1.69631 1.72655 2.46605
H -0.52973 1.23522 -2.55177
H 1.35245 -0.39843 -1.28455
H -1.50623 0.46260 1.11224
H 0.75232 0.69881 2.59157
H -1.37782 1.31072 -0.24667
H 1.34112 -2.87746 1.00139
H -0.66080 -2.61087 -0.15926
H -1.17507 -0.98531 -1.56607
*
```

Atomic partial charges in e from the Mulliken method, atoms 1 to 6: O -0.614; O -0.499; N -0.620; N -0.199; C -1.265; C -0.116

---

Entry 3:
DFT (wB97M-V/def2-TZVPD) results for 2 unconnected molecules or ions with the total composition C4H14NO2 in a non-equilibrium geometry.

ΔE to the lowest compared entry with this formula, charge and spin ... 138.07 kJ/mol

The geometry in ORCA input format:
```
! RIJCOSX wB97M-V def2-TZVPD def2/J DEFGRID3
* xyz 1 1
O 0.05249 2.41487 -0.98222
O -0.79968 -4.03320 0.09693
N -1.49417 0.95725 0.51358
C 0.62346 1.15015 -0.71124
C -0.07614 -1.06730 0.05159
C 1.66902 1.33863 0.43757
C -0.61845 0.24425 -0.52407
H 0.42321 -1.57865 -0.76890
H -2.48080 0.74967 0.45240
H -1.31859 1.95297 0.31872
H 2.03656 2.34017 0.22505
H -1.10939 0.81954 1.44175
H -1.17427 0.37658 -1.44977
H 2.45565 0.59924 0.38763
H 1.02067 0.67295 -1.62083
H 0.59559 3.13352 -1.30999
H 0.63968 -0.88548 0.85353
H -0.14616 -4.56364 -0.35552
H -0.74181 -1.77296 0.54300
H 1.14002 1.48891 1.37769
H -0.69689 -4.33748 1.02310
*
```

Atomic partial charges in e from the Mulliken method, atoms 1 to 6: O -0.594; O -0.652; N -0.303; C -0.032; C -1.328; C -1.263

---

Entry 4:
DFT (wB97M-V/def2-TZVPD) results for 6 unconnected molecules or ions with the total composition C38H85BFN7O12P.

Energy ... -3250.947450 hartree

The geometry in ORCA input format:
```
! RIJCOSX wB97M-V def2-TZVPD def2/J DEFGRID3
* xyz 1 1
P -0.36012 -3.65760 0.55063
F 3.93239 0.47002 -2.16925
O -0.94477 3.42472 4.15978
O 0.94242 2.74554 0.21069
O -2.25413 9.08395 1.86793
O 3.76958 0.29868 3.24997
O -4.61515 -3.84151 -1.85779
O -4.73680 -1.59403 -0.45197
O -2.61394 -1.63640 -1.41018
O 2.52598 -4.27888 0.35708
O 2.79039 -6.50552 -2.28848
O 1.24790 -6.67145 -0.47017
O -0.81835 10.46360 -4.17292
O -5.60740 -6.49213 -2.21350
N -1.95854 4.99685 2.87821
N -2.70512 10.89849 3.14919
N 0.19151 -2.87961 1.76907
N -0.12145 -2.84097 -1.06343
N 2.23265 -0.29618 4.81274
N -1.30432 9.22189 -2.33772
N -7.76247 -7.03014 -2.63482
C -3.57121 -0.89418 -0.65041
C 4.68688 -3.97588 -1.94321
C 0.87871 -4.81596 -2.22838
C 1.03109 -0.52115 -0.87678
C -0.28553 -1.34016 -0.86123
C 5.93773 -3.19164 -1.52229
C 2.27007 -1.12984 -1.57806
C -8.76225 -8.04964 -2.88667
C -1.61417 10.05540 -3.35015
C 1.03903 -3.27432 -1.97792
C -1.84176 4.23351 3.97627
C 8.23927 -2.83984 0.47679
C 0.66509 -2.66891 -3.35567
C -2.28857 8.76071 -1.37667
C 2.99269 0.58813 4.14577
C 0.77797 0.90645 -1.38523
C -2.23880 11.89144 4.09782
C 8.42405 -3.42956 -0.93473
C 0.07088 8.77438 -2.21252
C 2.76495 -2.93915 -0.04049
C -1.45822 -0.86649 -1.72387
C 3.52264 -3.13152 -2.49236
C -8.16055 -5.63076 -2.60791
C -3.04743 5.93644 2.67749
C 3.34234 -4.66193 1.45394
C 7.16400 -4.10684 -1.47108
C -4.08627 10.94226 2.69570
C 2.39619 -2.69173 -1.49701
C -1.90303 9.93806 2.66954
C -4.67068 -4.08719 -0.47243
C 3.60449 0.32854 0.16369
C -6.47274 -7.32780 -2.42643
C -0.93703 4.86100 1.85576
C 0.05625 1.78066 -0.33981
C 3.58140 -0.43189 -1.14426
C 1.31498 0.11060 5.86086
C -4.66825 -2.77002 0.33908
C 2.33833 -1.69958 4.46277
B 1.70964 -6.00988 -1.58420
H 2.21476 -0.86556 -2.63373
H 3.35977 -2.05424 4.61042
H -2.00773 9.05142 -0.36517
H 6.11956 -2.43229 -2.29071
H -2.36741 7.67070 -1.41782
H -2.34066 12.89516 3.68257
H 1.36022 1.19014 5.98584
H 6.92984 -4.97291 -0.83956
H 1.96181 -7.11262 0.00427
H -1.28718 -1.00468 -2.79091
H -4.59917 10.01366 2.94652
H -0.87675 9.98631 3.06621
H 4.99926 -4.64993 -2.74442
H 3.92921 -2.25027 -2.98964
H -9.22898 -5.56234 -2.79536
H 3.33496 -3.89951 2.23851
H -0.16688 -5.07673 -2.00767
H -3.85675 -0.01225 -1.23004
H 2.94122 -5.59196 1.85637
H 1.73009 1.39544 -1.58054
H 0.23980 0.90977 -2.33584
H 8.00952 -1.77578 0.43852
H -2.81233 11.83501 5.02432
H 2.21266 -2.27651 0.63136
H -3.79889 -2.70817 1.00219
H 7.40701 -3.34020 0.97894
H 0.06866 -4.97085 0.33690
H 2.84468 1.62670 4.48162
H 4.35545 -4.63809 -1.14546
H -4.25430 -4.62704 -2.28354
H -3.26041 9.19015 -1.61386
H -0.95271 -3.13012 -1.59569
H -0.89993 3.83191 1.50438
H 9.20367 -4.19214 -0.87868
H -7.93354 -5.18892 -1.63759
H 0.04321 5.10981 2.26356
H 0.59464 -1.58710 -3.37392
H 7.34011 -4.48956 -2.47965
H -4.59152 11.77550 3.17696
H -5.55739 -4.68083 -0.23586
H -2.64822 4.39730 4.70986
H -9.53894 -8.02236 -2.12084
H 5.80485 -2.70494 -0.55363
H -8.29379 -9.03160 -2.87291
H -1.75110 -3.64612 0.48176
H 3.38321 -0.30019 1.02329
H 2.78889 -7.47175 -2.27473
H 1.66092 -2.27503 5.08939
H 0.90869 -3.40775 2.25382
H -0.29882 -3.07573 -3.67442
H -0.76378 2.32790 -0.81490
H -3.12253 -0.58506 0.31057
H -0.67994 -1.24996 0.15578
H -1.64421 0.18961 -1.52781
H -5.55770 -2.75185 0.96848
H -1.18987 11.71393 4.32578
H -9.22652 -7.89789 -3.86225
H 0.29163 -0.16498 5.60155
H -3.61484 5.66350 1.78486
H 2.06999 -1.84524 3.41425
H 3.82165 -2.70872 0.10938
H -3.81135 -4.69848 -0.16295
H 0.38321 8.24015 -3.11068
H -2.65331 6.94363 2.54492
H 2.94149 1.19083 0.13693
H 3.06621 -3.72914 -3.28221
H 1.39012 -2.97122 -4.10542
H -3.71468 5.91586 3.53742
H 1.57974 -0.36412 6.80724
H -4.12775 11.06971 1.61401
H 1.29623 -0.41356 0.17777
H 0.94968 -4.97192 -3.30429
H -7.61953 -5.06578 -3.36661
H -2.68060 10.34017 -3.36380
H -6.25812 -8.40746 -2.46693
H 4.39372 -1.15838 -1.13346
H -1.15909 5.52369 1.02288
H 8.76386 -2.67277 -1.64347
H 4.61163 0.72164 0.30176
H 9.12908 -2.99731 1.08198
H 1.12981 2.51588 1.12793
H 0.15197 8.11555 -1.35068
H 0.74039 9.62510 -2.08168
H -0.37737 1.16339 0.45399
H 4.37377 -4.82614 1.12597
*
```

Atomic partial charges in e from the Mulliken method, atoms 1 to 6: P 0.597; F -0.536; O -0.592; O -0.646; O -0.677; O -0.609

---

Entry 5:
DFT (wB97M-V/def2-TZVPD) results for a molecular structure, C30H32BrN8S4SbSr.

Energy ... -6038.362384 hartree

The geometry in ORCA input format:
```
! RIJCOSX wB97M-V def2-TZVPD def2/J DEFGRID3
* xyz -1 2
Sb 1.97356 2.87543 4.58575
Sr 0.91901 1.35692 1.75795
Br -1.40959 6.88911 1.55520
S 0.24353 4.04636 2.94659
S 0.50627 1.04196 4.64199
S 3.51914 2.18988 2.99517
S 3.26533 0.98333 -0.57141
N 0.41701 1.66625 -2.06499
N -1.72388 -1.23088 0.65229
N -0.40883 -3.05869 1.14906
N 0.94600 4.58709 -0.90883
N 3.73753 2.08714 -3.00506
N 0.61107 -0.99606 0.72191
N 1.67131 1.91600 -2.60718
N 3.11692 2.60622 -4.11071
C 1.83661 -1.66405 0.99292
C -4.38041 -1.20094 -0.18701
C 2.18103 4.80057 1.14972
C 2.07972 -2.30050 -1.44271
C 1.04275 5.39760 1.87117
C 2.58107 -2.27153 -0.02652
C 2.89088 1.66074 -2.04836
C -0.00558 5.80316 0.91911
C -0.03273 5.33824 -0.36278
C -0.47174 -1.70036 0.82990
C 3.58610 -2.17472 2.58752
C -3.24933 -5.11757 -0.00011
C 3.81287 -2.82723 0.29393
C -3.55852 0.06327 -0.13742
C -1.63323 -3.74983 -1.36506
C -3.04860 -5.33768 2.38064
C 2.34922 -1.62012 2.29202
C -1.97028 -4.46849 2.35722
C -4.13991 1.27718 -0.47464
C -1.52190 -3.92895 1.15510
C 4.31952 -2.78769 1.58565
C 0.72909 2.93332 -4.68848
C 1.85613 2.48879 -3.83895
C -2.21253 0.06911 0.27250
C -1.41330 1.21082 0.38180
C -3.70004 -5.65236 1.19718
C -2.08341 2.39588 0.02911
C -3.40446 2.44976 -0.39491
C -2.14973 -4.26621 -0.05211
C 2.05235 4.39260 -0.14002
H 0.46878 0.85297 -1.45083
H 5.29167 -3.21338 1.80017
H 0.37154 -3.30250 1.73992
H -5.38707 -0.98242 -0.54335
H -1.47064 -4.18181 3.27484
H -5.17844 1.29889 -0.78914
H -4.55387 -6.31770 1.20410
H 0.25532 3.81058 -4.24599
H -1.97771 -4.37905 -2.18524
H -0.87598 5.56813 -1.00443
H -3.94920 -1.95321 -0.85306
H 4.39945 -3.28179 -0.49755
H -1.55485 3.34356 0.11997
H 3.97409 -2.10220 3.59517
H -0.54311 -3.73206 -1.36351
H 1.10427 3.18295 -5.67774
H 1.78438 -1.12412 3.07806
H -1.96153 -2.72581 -1.55704
H -3.87206 3.39753 -0.64198
H 2.87462 3.86497 -0.60659
H 3.08886 4.58530 1.69521
H 2.90127 -2.12651 -2.13891
H -2.44114 -1.89877 0.87874
H 0.14944 2.45725 -1.47996
H -3.74691 -5.38024 -0.92670
H 1.63491 -3.26970 -1.68724
H -0.02498 2.14999 -4.75091
H 4.73826 2.04928 -2.94279
H 1.32312 -1.53400 -1.60277
H 1.32468 6.18893 2.56391
H -3.38821 -5.75098 3.32136
H -4.48503 -1.66692 0.80011
*
```

Atomic partial charges in e from the Mulliken method, atoms 1 to 6: Sb 0.251; Sr 0.872; Br -0.113; S -0.238; S -0.628; S -0.653

---

Entry 6:
DFT (wB97M-V/def2-TZVPD) results for 2 unconnected molecules or ions with the total composition C3H3F3O in a non-equilibrium geometry.

Structure (SMILES) ... FC=C(F)F.C=O
ΔE to the lowest compared entry with this formula, charge and spin ... 243.60 kJ/mol

The geometry in ORCA input format:
```
! RIJCOSX wB97M-V def2-TZVPD def2/J DEFGRID3
* xyz 0 1
F -2.45310 0.78473 -0.59315
F -1.05436 0.52626 1.08984
F -0.39427 -2.05245 0.16095
O 1.59987 0.22212 -0.53780
C 2.05130 0.91769 0.31116
C -1.51853 -0.00187 0.04657
C -1.24212 -1.22519 -0.46634
H 3.15546 1.29869 0.14231
H 1.50731 1.01510 1.24348
H -1.65157 -1.48508 -1.39701
*
```

Atomic partial charges in e from the Mulliken method, atoms 1 to 6: F -0.242; F -0.211; F -0.240; O -0.339; C -0.116; C 0.472

---

Entry 7:
DFT (wB97M-V/def2-TZVPD) results for a molecular structure, C6H13N in a non-equilibrium geometry.

ΔE to the lowest compared entry with this formula, charge and spin ... 401.21 kJ/mol

The geometry in ORCA input format:
```
! RIJCOSX wB97M-V def2-TZVPD def2/J DEFGRID3
* xyz 0 1
N 0.31318 -1.10220 1.58874
C -1.36731 0.96913 -0.37462
C 0.07278 -2.16590 -0.57433
C 0.02140 0.38094 -0.19559
C 0.40808 1.20272 1.63798
C 0.01332 -0.97364 0.34482
C 0.90934 0.63519 -1.39547
H -1.32643 2.06264 -0.42185
H 1.01411 -2.15489 -1.12633
H -1.80937 0.63493 -1.32079
H 1.03456 1.71068 -1.54085
H -0.17827 1.04475 2.53543
H 0.02789 -3.09439 -0.00741
H -0.36854 -1.43505 2.27488
H 1.90200 0.20301 -1.26316
H 0.48546 0.22264 -2.32000
H -0.73094 -2.12884 -1.31134
H 1.48117 1.10101 1.74152
H 0.12158 2.18535 1.27548
H -2.02399 0.70192 0.45286
*
```

Atomic partial charges in e from the Mulliken method, atoms 1 to 6: N -0.637; C -1.415; C -1.259; C 1.289; C -1.021; C 0.242

---

Entry 8:
DFT (wB97M-V/def2-TZVPD) results for a gas-phase ion, C8H11N4O (charge +1) in a non-equilibrium geometry.

ΔE to the lowest compared entry with this formula, charge and spin ... 194.99 kJ/mol

The geometry in ORCA input format:
```
! RIJCOSX wB97M-V def2-TZVPD def2/J DEFGRID3
* xyz 1 1
O -4.64711 -0.78064 0.06358
N -0.70270 0.17796 -0.13911
N -1.23420 -1.85738 -0.66441
N -3.40823 1.15090 0.34225
N 0.08016 -1.72459 -0.77506
C -1.73090 -0.76285 -0.18673
C 0.39775 -0.46988 -0.41745
C 2.76403 -1.03499 -0.90439
C -3.68922 -0.13828 0.06207
C -2.26039 1.91643 0.34019
C -1.01005 1.42394 0.26621
C 2.17761 0.14371 1.28433
C 1.76609 -0.05071 -0.26814
H 3.73457 -0.59506 -0.53983
H 2.82899 -2.02943 -0.46351
H 2.00133 1.13296 1.62199
H -4.33591 1.66231 0.28340
H 0.65907 -2.43831 -1.22929
H 3.26795 -0.14863 1.36399
H 2.63914 -0.92714 -1.97039
H -0.20336 2.08571 0.17338
H 1.47185 -0.58147 1.84032
H -2.41103 2.91201 0.62168
H 1.84455 0.93341 -0.70507
*
```

Atomic partial charges in e from the Mulliken method, atoms 1 to 6: O -0.327; N 0.138; N -0.899; N -0.156; N 0.404; C -0.025

---

Entry 9:
DFT (wB97M-V/def2-TZVPD) results for a single C6H10O molecule in a non-equilibrium geometry.

Structure (SMILES) ... O[C@@H]1C=CCCC1
ΔE to the lowest compared entry with this formula, charge and spin ... 117.03 kJ/mol

The geometry in ORCA input format:
```
! RIJCOSX wB97M-V def2-TZVPD def2/J DEFGRID3
* xyz 0 1
O 1.28412 -0.39211 1.43567
C -0.24440 1.56685 -0.32760
C -1.01778 -0.84447 0.16503
C 0.44792 -1.21686 -0.49679
C 1.03044 1.18761 -0.40425
C 1.43816 -0.20513 0.03551
C -1.33399 0.68990 0.23386
H -1.53343 1.05557 1.26062
H 2.45203 -0.45210 -0.31063
H -0.54292 2.57074 -0.62420
H 1.78643 1.87339 -0.78218
H -1.43871 -1.28660 1.10763
H -1.60672 -1.33594 -0.58889
H 0.40506 -1.17386 -1.59893
H -2.27661 0.87784 -0.29368
H 0.34852 -0.69022 1.40537
H 0.80187 -2.22462 -0.21654
*
```

Atomic partial charges in e from the Mulliken method, atoms 1 to 6: O -0.555; C -0.480; C -0.962; C -0.803; C -0.369; C -0.108